Here is an isolated molecule of C5H6O at a distorted geometry from OMol25. Energies are from ωB97M-V/def2-TZVPD.

- ΔE to the lowest compared entry with this formula, charge and spin (kcal/mol) = 54.9
- frontier orbital gap (eV) = 10.444
- total energy (Ha) = -269.258684

Each line ends with the Löwdin charge.
Atoms and positions in Å:
O -1.02837 0.40392 -1.04210  0.07
C 1.16863 -0.75413 -1.27317  -0.09
C -1.85380 1.77791 1.82503  0.14
C 0.59766 -0.67862 0.23489  -0.13
C -0.58619 0.24104 0.07592  -0.45
C -1.20756 1.02599 1.13952  -0.03
H -2.43102 2.44249 2.43007  0.04
H 1.16778 -0.41750 1.16853  0.12
H 1.92958 -1.52454 -1.34184  0.06
H 0.40877 -1.02420 -2.04135  0.08
H 1.55321 0.20940 -1.63888  0.07
H 0.28131 -1.70175 0.46339  0.11